Here is C39H68Cl3GeN2O3S5SbSi3Ti as an isolated structure from the Open Molecules 2025 dataset. Energies are from the ωB97M-V functional and the def2-TZVPD basis.

The energy comes out at -252221.00670 eV. As for the LUMO energy (spin up / spin down): -0.22 / -0.22 eV. The HOMO-LUMO gap (spin up / spin down) is 0.252 / 0.252 Eh. The value obtained for the relative energy (zero: lowest compared OMol25 entry of this formula, charge and spin) is 88.2 kJ/mol.

```
! RIJCOSX wB97M-V def2-TZVPD def2/J DEFGRID3
* xyz 0 1
Ti 0.37 -0.43 1.63
S -4.60 -5.73 0.71
C -3.36 -4.67 0.93
S -2.77 -4.18 2.48
C -1.53 -3.09 1.91
C -1.42 -2.96 0.57
S -0.19 -1.97 -0.15
S -2.52 -3.91 -0.38
S -0.50 -2.21 2.99
Cl 4.56 -3.46 7.09
C 3.70 -2.55 5.89
C 3.62 -3.02 4.59
C 2.93 -2.29 3.64
Cl 2.87 -2.90 2.03
C 2.30 -1.07 3.94
O 1.63 -0.36 3.03
C 2.42 -0.63 5.27
Cl 1.69 0.86 5.75
C 3.10 -1.35 6.23
H 4.09 -3.95 4.31
H 3.16 -0.98 7.25
C -3.79 4.69 0.13
C -3.29 4.29 1.51
C -2.85 2.83 1.56
C -2.22 2.42 2.89
Ge -1.71 0.50 3.12
C -3.40 -0.54 3.28
C -4.45 0.10 4.20
C -5.45 1.00 3.49
C -6.49 1.58 4.44
H -4.12 5.73 0.11
H -4.62 4.06 -0.18
H -3.00 4.58 -0.62
H -4.07 4.45 2.25
H -2.46 4.94 1.81
H -2.17 2.60 0.73
H -3.73 2.22 1.37
H -2.92 2.61 3.71
H -1.36 3.06 3.12
H -1.14 0.48 4.56
H -3.08 -1.49 3.72
H -3.83 -0.79 2.31
H -3.96 0.67 5.01
H -5.01 -0.69 4.70
H -5.95 0.42 2.71
H -4.92 1.82 2.98
H -7.07 0.79 4.91
H -7.18 2.25 3.92
H -6.00 2.15 5.24
C 0.30 4.00 0.94
C 0.67 2.75 1.66
C 1.46 2.86 2.92
O 0.36 1.64 1.22
H 1.22 4.46 0.55
H -0.12 4.72 1.64
H -0.38 3.82 0.12
H 1.60 3.89 3.24
H 2.43 2.39 2.77
H 0.96 2.28 3.70
C 6.09 0.99 -0.73
Si 4.56 1.19 0.34
C 4.90 0.54 2.05
C 4.13 3.03 0.42
Sb 2.55 -0.10 -0.58
Si 1.91 1.26 -2.66
C 3.33 2.28 -3.32
C 0.51 2.43 -2.21
C 1.31 0.02 -3.94
Si 3.76 -2.01 -1.80
C 4.77 -1.33 -3.23
C 4.96 -2.89 -0.66
C 2.50 -3.23 -2.48
H 6.86 1.68 -0.39
H 5.88 1.20 -1.78
H 6.49 -0.02 -0.66
H 5.73 1.08 2.51
H 5.16 -0.52 2.03
H 4.02 0.65 2.69
H 4.53 3.47 1.34
H 3.06 3.21 0.39
H 4.58 3.56 -0.42
H 3.79 2.87 -2.54
H 2.95 2.97 -4.08
H 4.11 1.67 -3.79
H 0.89 3.44 -2.04
H -0.04 2.11 -1.33
H -0.20 2.48 -3.04
H 2.13 -0.36 -4.55
H 0.58 0.50 -4.59
H 0.81 -0.83 -3.48
H 5.74 -0.94 -2.90
H 4.26 -0.54 -3.78
H 4.96 -2.15 -3.93
H 5.45 -2.21 0.04
H 5.73 -3.36 -1.26
H 4.47 -3.67 -0.07
H 2.22 -2.96 -3.50
H 1.60 -3.27 -1.87
H 2.95 -4.23 -2.51
C -0.30 -2.07 -6.43
C -1.81 -2.16 -6.22
N -2.24 -1.99 -4.84
C -2.54 -3.20 -4.07
C -1.32 -4.08 -3.84
C -2.30 -0.73 -4.35
O -1.90 0.24 -4.99
C -2.88 -0.51 -2.98
C -4.19 -0.81 -2.66
C -4.66 -0.48 -1.40
C -3.78 0.11 -0.50
N -2.51 0.40 -0.79
C -2.09 0.09 -2.01
H -0.06 -2.25 -7.48
H 0.23 -2.81 -5.83
H 0.05 -1.08 -6.15
H -2.18 -3.13 -6.55
H -2.30 -1.39 -6.82
H -3.32 -3.76 -4.60
H -2.95 -2.91 -3.11
H -0.96 -4.52 -4.77
H -1.57 -4.89 -3.16
H -0.51 -3.50 -3.40
H -4.84 -1.28 -3.39
H -5.68 -0.70 -1.10
H -4.12 0.37 0.50
H -1.05 0.32 -2.24
*
```

***

Here is C39H69BN9OSSeZr as an isolated structure from the Open Molecules 2025 dataset. Energies are from the ωB97M-V functional and the def2-TZVPD basis.

The energy comes out at -135162.34139 eV. As for the LUMO energy: -2.43 eV. The HOMO-LUMO gap is 0.273 Eh. The value obtained for the relative energy (zero: lowest compared OMol25 entry of this formula, charge and spin) is 0.0 kJ/mol.

```
! RIJCOSX wB97M-V def2-TZVPD def2/J DEFGRID3
* xyz 1 1
Zr 0.69 -0.09 -0.22
C -1.34 -2.99 4.08
C -1.58 -2.40 2.73
C -2.72 -2.48 1.96
C -2.44 -1.77 0.78
N -1.19 -1.27 0.84
N -0.67 -1.68 2.04
B 0.75 -1.34 2.54
N 0.91 0.19 2.66
N 0.59 1.09 1.67
C 0.78 2.32 2.16
C 1.21 2.22 3.48
C 1.28 0.87 3.77
C 1.67 0.23 5.06
C 0.58 3.61 1.40
C -0.39 4.50 2.20
C 1.94 4.31 1.29
C 0.01 3.40 0.00
N 1.81 -2.05 1.65
N 1.83 -1.98 0.29
C 2.78 -2.80 -0.15
C 3.38 -3.42 0.95
C 2.75 -2.92 2.07
C 3.01 -3.26 3.50
C 3.17 -2.98 -1.60
C 4.57 -2.39 -1.80
C 2.17 -2.27 -2.53
C 3.20 -4.47 -1.95
C -3.38 -1.68 -0.41
C -2.78 -2.49 -1.56
C -3.64 -0.24 -0.85
C -4.74 -2.29 -0.04
H -2.23 -3.52 4.40
H -0.51 -3.69 4.07
H -1.12 -2.22 4.82
H -3.63 -2.98 2.22
H 0.88 -1.78 3.63
H 1.43 3.03 4.16
H 1.90 1.01 5.78
H 0.86 -0.38 5.46
H 2.55 -0.40 4.94
H 0.01 4.72 3.19
H -0.53 5.45 1.68
H -1.36 4.01 2.32
H 2.35 4.54 2.27
H 2.66 3.69 0.75
H 1.82 5.25 0.75
H -0.94 2.86 0.04
H -0.19 4.36 -0.46
H 0.71 2.86 -0.63
H 4.19 -4.14 0.94
H 3.82 -3.98 3.55
H 3.29 -2.38 4.08
H 2.13 -3.70 3.97
H 4.60 -1.34 -1.50
H 5.31 -2.93 -1.22
H 4.85 -2.45 -2.85
H 2.29 -1.19 -2.47
H 2.35 -2.57 -3.57
H 1.14 -2.55 -2.28
H 3.84 -5.03 -1.26
H 2.21 -4.92 -1.95
H 3.61 -4.60 -2.96
H -1.76 -2.17 -1.78
H -2.76 -3.55 -1.32
H -3.40 -2.37 -2.46
H -2.73 0.26 -1.18
H -4.32 -0.24 -1.70
H -4.11 0.33 -0.05
H -4.65 -3.34 0.22
H -5.20 -1.76 0.79
H -5.40 -2.22 -0.90
O -0.18 -4.06 -0.88
H -0.93 -4.56 -0.53
H 0.60 -4.60 -0.69
Se 2.77 0.89 -0.74
N -2.71 1.95 1.54
C -3.75 2.65 2.17
C -4.33 3.75 1.54
C -5.31 4.49 2.18
C -5.73 4.15 3.46
C -5.15 3.06 4.09
C -4.17 2.31 3.45
H -2.59 1.01 1.89
H -2.78 1.93 0.54
H -4.00 4.03 0.54
H -5.75 5.34 1.67
H -6.49 4.73 3.96
H -5.46 2.78 5.09
H -3.71 1.46 3.96
C -3.16 -0.46 -5.63
C -2.01 -1.05 -6.44
C -1.27 -2.18 -5.71
C -0.69 -1.77 -4.37
N 0.30 -0.71 -4.55
C 0.48 0.38 -3.80
S -0.53 0.67 -2.41
N 1.35 1.28 -4.21
C 1.50 2.65 -3.71
C 2.62 3.37 -4.46
C 2.25 3.91 -5.84
C 1.83 2.87 -6.87
H -3.72 0.26 -6.22
H -2.82 0.05 -4.73
H -3.86 -1.25 -5.32
H -1.30 -0.25 -6.70
H -2.38 -1.43 -7.39
H -0.49 -2.59 -6.35
H -1.97 -3.00 -5.52
H -0.24 -2.62 -3.87
H -1.47 -1.37 -3.72
H 0.85 -0.76 -5.40
H 1.92 1.04 -5.01
H 1.73 2.60 -2.65
H 0.55 3.18 -3.83
H 3.49 2.70 -4.52
H 2.94 4.20 -3.83
H 3.11 4.47 -6.22
H 1.45 4.65 -5.72
H 2.61 2.10 -6.99
H 1.67 3.32 -7.84
H 0.90 2.38 -6.59
*
```

***

Here is C39H69F9IN4O9S3 as an isolated structure at a distorted geometry from the Open Molecules 2025 dataset. Energies are from the ωB97M-V functional and the def2-TZVPD basis.

The energy comes out at -130978.17804 eV. As for the LUMO energy: -5.71 eV. The HOMO-LUMO gap is 0.151 Eh.

```
! RIJCOSX wB97M-V def2-TZVPD def2/J DEFGRID3
* xyz 1 1
C 7.80 1.13 -0.77
C 6.62 1.86 0.17
C 5.56 0.61 0.52
O 4.82 0.36 -0.72
C 3.54 -0.37 -0.46
C 3.78 -1.88 -0.94
C 4.18 -2.74 0.44
C 4.85 -4.20 0.14
C 5.81 -4.60 1.46
S 7.65 -4.54 1.09
O 8.21 -6.01 1.14
O 8.38 -3.62 2.14
O 8.01 -3.91 -0.45
C 2.51 -2.45 -1.78
S 1.58 -3.63 -0.72
N 1.74 -1.43 -2.62
I 3.36 -0.92 -3.92
C 1.02 -2.10 -3.80
C 0.70 -1.33 -5.26
C 0.01 -2.05 -6.56
C -0.36 -3.66 -6.36
C 0.09 -4.25 -4.86
N 0.71 -3.55 -3.76
C 1.11 -0.29 -1.90
C 0.54 0.95 -2.86
C -0.92 0.78 -3.55
C -2.07 1.86 -3.09
O -3.19 1.73 -4.08
C -4.45 1.64 -3.33
C -0.03 -0.55 -0.79
F -0.81 0.72 -0.44
F 0.60 -0.88 0.55
C -1.27 -1.56 -0.91
F -2.49 -0.79 -1.40
F -1.27 -2.70 -1.79
C -1.92 -2.09 0.54
F -2.14 -0.98 1.52
F -3.34 -2.50 0.18
C -1.31 -3.41 1.21
F -0.08 -3.26 2.04
F -1.29 -4.65 0.35
F -2.34 -3.80 2.26
C 2.40 0.53 -1.19
C 2.11 1.71 -0.12
C 2.24 3.27 -0.75
C 3.54 4.09 -0.21
S 4.46 4.69 -1.77
H 8.03 1.82 -1.71
H 8.81 0.98 -0.19
H 7.39 0.11 -1.24
H 7.12 2.31 1.14
H 6.14 2.68 -0.53
H 4.91 0.96 1.43
H 6.24 -0.26 0.90
H 3.28 -0.40 0.70
H 4.83 -1.93 -1.52
H 3.37 -2.70 1.27
H 5.08 -2.10 0.89
H 5.45 -4.21 -0.87
H 3.97 -5.01 0.17
H 5.52 -5.70 1.81
H 5.60 -3.90 2.39
H 7.93 -4.64 -1.14
H 3.03 -3.14 -2.62
H 1.32 -4.84 -1.45
H 0.93 -0.16 -5.42
H -0.20 -1.46 -7.57
H -0.85 -4.31 -7.20
H -0.16 -5.42 -4.74
H 0.41 1.97 -2.26
H 1.32 1.26 -3.71
H -1.30 -0.35 -3.58
H -0.76 1.03 -4.72
H -2.54 1.68 -2.04
H -1.68 2.98 -3.15
H -4.59 0.60 -2.80
H -4.53 2.50 -2.53
H -5.36 1.78 -4.08
H 2.94 1.20 -2.02
H 1.22 1.60 0.62
H 3.03 1.76 0.65
H 2.15 3.26 -1.92
H 1.28 3.83 -0.32
H 3.30 5.07 0.40
H 4.33 3.48 0.39
H 4.79 3.49 -2.48
C -4.04 -6.05 9.33
O -2.69 -5.61 9.22
C -1.89 -6.40 8.33
C -1.66 -5.68 6.99
N -2.88 -5.62 6.19
C -2.87 -4.62 5.11
C -2.49 -3.16 5.44
O -3.49 -2.45 6.18
C -3.56 -2.78 7.55
H -4.47 -5.59 10.23
H -4.63 -5.72 8.48
H -4.11 -7.13 9.44
H -2.30 -7.41 8.19
H -0.92 -6.52 8.82
H -0.88 -6.21 6.42
H -1.28 -4.68 7.23
H -3.67 -5.41 6.79
H -3.87 -4.62 4.67
H -2.18 -4.98 4.33
H -2.41 -2.63 4.48
H -1.51 -3.06 5.91
H -2.57 -2.95 7.99
H -4.20 -3.65 7.68
H -4.03 -1.95 8.09
C -5.75 8.88 -0.41
O -5.62 9.25 -1.77
C -4.27 9.55 -2.17
C -3.66 8.40 -2.99
N -3.38 7.22 -2.17
C -3.18 5.97 -2.91
C -4.25 5.53 -3.94
O -5.48 5.08 -3.37
C -6.32 6.11 -2.88
H -6.81 8.96 -0.14
H -5.45 7.84 -0.25
H -5.17 9.53 0.25
H -3.64 9.82 -1.32
H -4.33 10.43 -2.82
H -2.73 8.74 -3.45
H -4.37 8.17 -3.79
H -4.15 7.08 -1.52
H -3.09 5.18 -2.16
H -2.22 6.04 -3.42
H -3.84 4.66 -4.47
H -4.43 6.28 -4.71
H -6.31 7.00 -3.52
H -6.03 6.36 -1.86
H -7.35 5.73 -2.83
*
```